# 1
This record from the Open Molecules 2025 dataset describes a 2-piece molecular cluster, C5H9FSi overall in a non-equilibrium geometry. The level of theory is the ωB97M-V functional and the def2-TZVPD basis.

Computed properties:
ΔE to the lowest compared entry with this formula, charge and spin: 332.8 kJ/mol
E_HOMO: -8.39 eV
E_LUMO: -0.455 eV
Frontier orbital gap: 0.291 Ha

```
16
Properties=species:S:1:pos:R:3:forces:R:3:lowdin_charge:R:1
C -2.44635 -0.71189 0.13999 0.220 -0.368 0.711 -0.401
C -1.26859 -0.53327 0.09428 4.963 0.274 -0.402 -0.058
C -3.82803 -0.92168 0.30287 -2.326 0.008 -2.011 -0.182
C 2.13778 0.71319 1.37701 -2.209 0.341 -2.357 -0.166
C 1.86806 0.81484 -1.56387 -1.230 -1.459 -0.102 -0.202
F 2.41780 -1.80104 -0.25387 -0.196 0.049 0.138 -0.114
Si 1.73065 -0.39224 -0.07633 -2.637 3.059 -0.613 0.706
H -4.19319 -1.25493 1.25391 0.108 0.568 0.955 0.059
H -4.31652 0.01980 -0.09720 -0.165 -1.234 0.755 0.095
H -4.14800 -1.79014 -0.31708 0.072 0.695 -0.162 0.080
H 3.13291 0.49788 1.51595 2.503 0.051 0.999 -0.001
H 1.90265 1.75288 1.01653 0.575 -1.091 0.206 0.069
H 1.49271 0.52718 2.17081 -0.658 -0.464 1.803 0.006
H 2.91432 1.04894 -1.79664 -0.251 -0.401 -0.302 0.033
H 1.27770 0.25839 -2.33664 1.028 0.686 -0.080 0.034
H 1.32610 1.77209 -1.42973 0.202 -0.713 0.463 0.043
```
Forces are in eV/Å.

# 2
This record from the Open Molecules 2025 dataset describes a 2-piece molecular cluster, C5H9IO overall in a non-equilibrium geometry. The level of theory is the ωB97M-V functional and the def2-TZVPD basis.

Computed properties:
ΔE to the lowest compared entry with this formula, charge and spin: 218.9 kJ/mol
E_HOMO: -8.88 eV
E_LUMO: 0.419 eV
Frontier orbital gap: 0.342 Ha
SMILES: O/C=C/I.C=CC

```
16
Properties=species:S:1:pos:R:3:forces:R:3:lowdin_charge:R:1
O -0.40804 2.56702 1.71687 0.727 1.519 -0.694 -0.030
C 0.95246 2.31371 1.55781 -2.795 -1.454 1.095 -0.363
C 1.62079 2.64441 0.48529 -0.060 1.270 -2.440 -0.684
I 3.58357 2.05251 0.23998 0.294 0.113 0.039 0.842
H -0.52735 3.41003 1.24594 -0.672 -0.381 0.102 0.095
H 1.08032 1.61024 2.37898 1.608 0.189 -0.309 0.118
H 1.14386 3.20105 -0.44407 1.013 -1.156 2.319 0.104
C -0.22610 -0.11941 -1.43674 -0.939 -0.421 -3.391 -0.041
C 0.99493 -0.31959 -0.96821 -1.268 -0.704 0.920 -0.298
C 1.21262 -1.30170 0.13403 -2.383 0.062 1.352 -0.123
H -0.36861 0.52483 -2.35524 0.212 -0.204 1.364 0.063
H -1.05881 -0.87581 -1.42043 0.890 0.872 0.931 0.070
H 1.82105 0.29534 -1.24096 0.370 0.408 -0.262 0.013
H 1.19251 -0.68354 1.11094 -0.194 -1.290 -1.190 0.089
H 0.43207 -2.18553 0.12277 1.329 2.018 0.255 0.117
H 2.15455 -1.73583 0.09135 1.870 -0.842 -0.091 0.028
```
Forces are in eV/Å.

# 3
This record from the Open Molecules 2025 dataset describes C5H9LiO4Rb as an isolated structure in a non-equilibrium geometry. The level of theory is the ωB97M-V functional and the def2-TZVPD basis.

Computed properties:
ΔE to the lowest compared entry with this formula, charge and spin: 48.6 kJ/mol
E_HOMO (spin up / spin down): -5.45 / -5.45 eV
E_LUMO (spin up / spin down): -1.025 / -1.222 eV
Spin multiplicity: 2
Expectation value of S²: 0.7534
Frontier orbital gap (spin up / spin down): 0.163 / 0.155 Ha

```
20
Properties=species:S:1:pos:R:3:forces:R:3:lowdin_charge:R:1
C 2.27405 1.21668 0.53892 -1.452 -1.085 -0.557 -0.152
C 3.28004 0.96292 1.66478 0.162 -0.907 0.118 -0.581
O 2.89080 -0.00121 2.56209 -0.674 -0.468 0.390 -0.492
Rb 0.82801 -1.84667 3.88400 0.701 0.985 -0.863 0.855
H 2.67488 1.92860 -0.20009 -0.404 0.025 0.185 0.052
H 1.81997 0.30914 -0.02552 1.549 0.854 0.784 0.075
H 1.32821 1.52371 1.00794 0.250 0.770 -0.109 0.048
H 3.46938 1.94259 2.16668 -0.136 -0.027 -0.210 0.080
H 4.25584 0.70869 1.18464 -0.053 0.014 0.029 0.075
O -1.14982 0.23907 -0.41356 0.043 -0.376 -1.894 -0.019
C -2.11588 -0.48459 0.24082 0.117 0.261 1.249 -0.580
C -1.47220 0.27247 -1.85676 -0.220 0.502 0.958 -0.102
O -1.78291 -1.28096 1.21085 -0.290 -0.473 -0.301 -0.213
O -2.95266 -1.12789 -0.72330 -0.451 -0.628 -0.371 -0.159
C -2.51349 -0.82591 -2.04356 0.101 -0.307 -0.344 -0.168
Li -2.89034 -2.66974 0.53431 0.398 0.878 0.012 0.791
H -0.59071 0.11280 -2.48660 0.021 0.031 0.528 0.125
H -1.90408 1.25598 -2.09869 0.220 -0.234 0.187 0.123
H -2.08121 -1.72989 -2.49531 -0.054 0.214 0.050 0.118
H -3.36789 -0.50579 -2.65167 0.173 -0.029 0.159 0.123
```
Forces are in eV/Å.

# 4
This record from the Open Molecules 2025 dataset describes C5H9LuMgO4 as an isolated structure in a non-equilibrium geometry. The level of theory is the ωB97M-V functional and the def2-TZVPD basis.

Computed properties:
ΔE to the lowest compared entry with this formula, charge and spin: 0.0 kJ/mol
E_HOMO (spin up / spin down): -10.14 / -12.12 eV
E_LUMO (spin up / spin down): -3.482 / -4.315 eV
Spin multiplicity: 2
Expectation value of S²: 0.7505
Charge: +1
Frontier orbital gap (spin up / spin down): 0.245 / 0.287 Ha

```
20
Properties=species:S:1:pos:R:3:forces:R:3:lowdin_charge:R:1
O -0.73631 2.28575 -0.50849 -1.044 0.229 0.015 -0.378
C 0.42538 1.71339 -0.26548 1.911 -0.927 0.379 -0.352
C 0.60715 0.45469 0.22733 0.472 0.882 0.124 -0.262
O -0.66283 -0.16671 0.52067 -1.008 0.388 0.141 -0.383
C -0.94522 -1.30520 -0.27472 0.125 -0.535 -0.606 -0.186
C -2.41242 -1.61846 -0.13354 0.339 -0.935 0.241 -0.171
O -3.13636 -0.43127 -0.44646 0.334 0.471 0.163 -0.418
C -4.54269 -0.62387 -0.51314 -1.009 -0.271 -0.068 -0.075
Lu -2.30815 1.47471 0.45428 0.295 0.120 -0.101 1.669
H 1.32952 2.30958 -0.47917 -0.477 -0.173 0.020 0.120
H -0.33978 -2.16666 0.04906 -0.169 0.224 -0.066 0.146
H -0.70632 -1.08327 -1.32710 -0.012 -0.061 0.280 0.151
H -2.65959 -1.93394 0.89299 0.017 0.071 -0.247 0.147
H -2.69312 -2.42290 -0.82965 0.028 0.241 0.171 0.153
H -5.00443 0.35425 -0.68407 0.050 -0.216 -0.022 0.085
H -4.78659 -1.30012 -1.34428 0.082 0.235 0.209 0.116
H -4.91762 -1.04773 0.43037 0.097 0.112 -0.252 0.111
H 4.32444 -0.46204 -1.02336 -0.050 -0.057 0.819 -0.032
Mg 2.51959 -0.25725 0.74172 0.872 0.095 -1.111 1.014
O 4.18288 -0.50562 -0.06098 -0.853 0.109 -0.091 -0.456
```
Forces are in eV/Å.

# 5
This record from the Open Molecules 2025 dataset describes C5H9MgMnO3 as an isolated structure in a non-equilibrium geometry. The level of theory is the ωB97M-V functional and the def2-TZVPD basis.

Computed properties:
ΔE to the lowest compared entry with this formula, charge and spin: 49.1 kJ/mol
E_HOMO (spin up / spin down): -4.90 / -6.10 eV
E_LUMO (spin up / spin down): 0.206 / -0.452 eV
Spin multiplicity: 7
Expectation value of S²: 12.0220
Frontier orbital gap (spin up / spin down): 0.188 / 0.207 Ha

```
19
Properties=species:S:1:pos:R:3:forces:R:3:lowdin_charge:R:1
O -0.90096 1.96790 -0.79348 0.227 -0.034 0.769 -0.369
Mg -2.77042 1.50407 -0.31713 0.227 -0.039 -0.002 0.387
C 1.39368 2.29369 -1.25011 0.280 0.017 0.511 0.032
C 0.33875 1.65038 -0.69988 -0.203 1.183 -1.131 -0.610
O 0.50812 0.45919 0.02593 0.239 -0.889 0.036 -0.258
C 1.78033 -0.17536 0.06362 0.359 0.169 -0.112 -0.175
C 1.64837 -1.37561 0.96636 0.451 0.043 0.245 -0.179
O 0.50182 -2.11742 0.55595 0.754 -0.374 0.102 -0.419
C 0.43390 -3.42626 1.11249 -0.002 -0.449 0.188 -0.082
Mn -1.13728 -0.92163 0.09765 -1.643 0.369 -0.322 0.723
H 2.35428 1.82152 -1.43308 -0.104 0.197 0.483 0.036
H 1.30645 3.36716 -1.40847 -0.213 -0.484 -0.587 0.058
H 2.53693 0.50670 0.47420 -0.169 -0.070 -0.152 0.142
H 2.07678 -0.47493 -0.95198 -0.066 0.066 0.221 0.145
H 1.52429 -1.07363 2.01775 0.021 -0.067 -0.211 0.143
H 2.54884 -1.99991 0.87821 -0.174 0.112 0.038 0.141
H -0.54929 -3.83982 0.86405 0.242 0.130 0.063 0.081
H 1.22197 -4.05317 0.67385 -0.164 0.146 0.119 0.101
H 0.55415 -3.38211 2.20449 -0.060 -0.026 -0.257 0.102
```
Forces are in eV/Å.

# 6
This record from the Open Molecules 2025 dataset describes an isolated ion of composition C5H9N and charge -1 in a non-equilibrium geometry. The level of theory is the ωB97M-V functional and the def2-TZVPD basis.

Computed properties:
ΔE to the lowest compared entry with this formula, charge and spin: 219.2 kJ/mol
E_HOMO (spin up / spin down): 0.07 / -1.18 eV
E_LUMO (spin up / spin down): 3.972 / 3.945 eV
Spin multiplicity: 2
Expectation value of S²: 0.7554
Charge: -1
Frontier orbital gap (spin up / spin down): 0.143 / 0.188 Ha

```
15
Properties=species:S:1:pos:R:3:forces:R:3:lowdin_charge:R:1
C -2.66470 1.03406 0.22606 -1.873 0.433 -1.592 -0.252
C -1.38952 0.49366 0.18841 1.791 0.467 1.783 -0.426
N -0.81939 -0.55984 -0.60722 -0.796 -0.482 -0.607 -0.141
C 0.42404 -1.10255 -0.09212 0.033 1.542 -0.271 -0.282
C 2.65537 0.00233 0.39710 -0.499 0.846 -0.134 -0.052
C 1.59300 -0.16287 -0.38873 -0.371 -0.581 0.323 -0.189
H -3.14753 1.21170 -0.76412 0.014 -0.401 0.104 -0.063
H -3.48978 0.78599 0.92036 0.592 0.212 0.440 -0.064
H -0.60712 0.98116 0.81397 -0.168 -0.595 0.130 0.044
H -0.85086 -0.32889 -1.60033 0.421 -0.377 -0.024 0.081
H 0.63042 -2.11537 -0.44035 -0.138 -0.128 0.012 0.093
H 0.28496 -1.02400 0.98960 0.054 -0.725 0.075 0.095
H 3.28458 0.87974 0.28723 0.339 -0.283 -0.242 0.031
H 2.73865 -0.52671 1.33655 0.048 -0.225 0.014 0.039
H 1.35788 0.43161 -1.26641 0.554 0.297 -0.012 0.087
```
Forces are in eV/Å.

# 7
This record from the Open Molecules 2025 dataset describes one molecule with the formula C5H9N. The level of theory is the ωB97M-V functional and the def2-TZVPD basis.

Computed properties:
ΔE to the lowest compared entry with this formula, charge and spin: 218.3 kJ/mol
E_HOMO: -6.31 eV
E_LUMO: 1.074 eV
Frontier orbital gap: 0.272 Ha

```
15
Properties=species:S:1:pos:R:3:forces:R:3:lowdin_charge:R:1
C -1.16624 0.75014 0.78358 0.097 -0.069 0.122 -0.189
C -1.16279 0.60194 -0.76340 -0.744 0.161 0.407 -0.168
C -0.14493 -0.27534 1.13832 0.047 -0.013 -0.149 -0.130
N 0.73546 -0.48749 0.16412 -0.031 -0.086 0.209 -0.237
C 1.92723 -1.08070 0.26188 -0.118 0.013 0.009 -0.042
C 0.24439 0.13388 -1.10704 0.904 -0.379 -0.191 -0.119
H -0.89741 1.77709 1.10159 0.031 -0.278 -0.151 0.102
H -2.11850 0.51673 1.28759 0.103 0.156 -0.530 0.105
H -1.90705 -0.18053 -0.97844 0.397 0.201 -0.244 0.113
H -1.46228 1.50859 -1.29765 0.145 -0.126 0.081 0.106
H -0.04947 -0.82818 2.05821 0.113 0.204 0.118 0.110
H 2.24418 -1.33092 1.27070 0.068 -0.034 -0.396 0.052
H 2.47879 -1.36228 -0.62483 -0.222 0.068 0.113 0.042
H 0.26909 -0.62656 -1.90470 -0.049 0.169 0.397 0.125
H 1.00952 0.88364 -1.38993 -0.741 0.013 0.205 0.131
```
Forces are in eV/Å.